(1)
Entry from the OMol25 dataset: C4H3BrCl2O2S2 as an isolated structure in a non-equilibrium geometry (wB97M-V/def2-TZVPD).

Cartesian coordinates (Å):
C  1.1552  1.2698  -1.0022
C  3.2904  -1.6832  -1.0038
C  -0.1444  0.5987  -0.7029
C  0.2774  -0.8045  -0.6343
O  4.6232  0.7081  -1.1781
O  4.8987  -0.5018  0.9087
S  1.8665  -0.8195  -1.7073
S  4.1299  -0.2245  -0.2362
Cl  0.3334  -1.4445  1.0165
Cl  3.1754  -2.8200  0.3568
Br  2.2683  1.5816  0.5438
H  -0.5728  1.1258  0.1633
H  -0.7795  0.7656  -1.5636
H  -0.2193  -1.7158  -1.1366

Its electronic energy is -125041.60291 eV. The calculation puts the LUMO energy (spin up / spin down) at -1.714 / -1.714 eV. The gap between HOMO and LUMO (spin up / spin down) comes out at 6.91 / 6.91 eV. The HOMO energy (spin up / spin down) comes out at -8.62 / -8.62 eV. The energy above the lowest of the compared OMol25 structures with the same formula, charge and spin comes out at 579.8 kJ/mol. As for the maximum force: 4.30 eV/Å.

=====

(2)
Entry from the OMol25 dataset: the molecule C6H10O (wB97M-V/def2-TZVPD).

Cartesian coordinates (Å):
C  0.9125  -0.5633  -1.6811
C  0.9704  -0.4220  -0.1417
C  -1.3204  1.8846  -0.3756
C  -1.3440  0.8240  0.4312
C  -0.0285  0.2327  0.9052
C  0.0341  -1.1696  1.5295
O  0.6261  -1.7322  0.3645
H  1.2243  0.2687  -2.3277
H  -0.0433  -0.9551  -2.0393
H  1.6282  -1.3700  -1.9006
H  2.0225  -0.1843  0.1097
H  -2.2238  2.2983  -0.8032
H  -0.4028  2.3810  -0.7151
H  -2.2838  0.3960  0.8187
H  0.3846  0.9596  1.6199
H  0.7504  -1.2063  2.3648
H  -0.9063  -1.6422  1.8408

Its electronic energy is -8429.44005 eV. The calculation puts the LUMO energy at 1.113 eV. The gap between HOMO and LUMO comes out at 10.65 eV. The HOMO energy comes out at -9.54 eV. The energy above the lowest of the compared OMol25 structures with the same formula, charge and spin comes out at 173.7 kJ/mol. As for the maximum force: 0.76 eV/Å.

=====

(3)
Entry from the OMol25 dataset: a 2-piece molecular cluster, C4H14N3 overall in a non-equilibrium geometry (wB97M-V/def2-TZVPD).

Cartesian coordinates (Å):
C  1.7852  0.0777  -0.9788
C  1.2423  0.6864  1.3801
N  1.3262  -0.1863  0.3679
N  1.8011  1.8767  1.2584
N  0.5965  0.3423  2.4930
H  1.2546  -1.1406  0.6022
H  2.3217  2.1421  0.4436
H  1.8259  2.5351  2.0201
H  0.3375  -0.5744  2.8073
H  0.6042  1.0615  3.1788
H  2.4019  0.9296  -1.2137
H  0.9339  0.0997  -1.6468
H  2.3991  -0.7554  -1.3176
C  -1.9500  -1.2928  -1.7768
C  -2.6549  -0.4783  -0.6308
H  -2.4122  -2.2691  -1.7260
H  -2.1302  -0.8088  -2.7291
H  -0.9014  -1.3610  -1.4903
H  -3.1170  0.4422  -0.9936
H  -3.5283  -1.0740  -0.3470
H  -2.1361  -0.2528  0.2992

Its electronic energy is -8839.34701 eV. Its total charge is +1. The calculation puts the LUMO energy at -3.152 eV. The gap between HOMO and LUMO comes out at 11.29 eV. The HOMO energy comes out at -14.45 eV. The energy above the lowest of the compared OMol25 structures with the same formula, charge and spin comes out at 65.2 kJ/mol. As for the maximum force: 2.22 eV/Å.

=====

(4)
Entry from the OMol25 dataset: a 2-piece molecular cluster, C6H6N2O2 overall in a non-equilibrium geometry (wB97M-V/def2-TZVPD).

Cartesian coordinates (Å):
C  1.4906  -0.3230  -0.7127
C  1.4245  -0.8557  0.6707
C  0.2221  -1.1394  1.2758
C  -1.0089  -0.7926  -0.8252
C  -1.0682  2.1908  -0.1670
C  -0.0808  2.1962  0.5524
H  0.2739  -0.1361  -2.2841
H  2.3111  -0.7490  1.2477
H  0.1334  -1.1054  2.2708
H  -1.9442  -1.5138  1.0011
H  -2.3081  2.4770  -0.3665
H  0.9679  2.0317  1.0152
N  0.2320  -0.3049  -1.3353
N  -1.0515  -1.1994  0.4821
O  2.4677  0.0909  -1.4073
O  -2.0614  -0.8675  -1.4177

Its electronic energy is -13391.02594 eV. The calculation puts the LUMO energy at -0.015 eV. The gap between HOMO and LUMO comes out at 9.71 eV. The HOMO energy comes out at -9.72 eV. The energy above the lowest of the compared OMol25 structures with the same formula, charge and spin comes out at 347.4 kJ/mol. As for the maximum force: 6.54 eV/Å.

=====

(5)
Entry from the OMol25 dataset: C55H47HfN3P2S2SbSe2 as an isolated structure (wB97M-V/def2-TZVPD).

Cartesian coordinates (Å):
Hf  -1.3571  -0.7755  0.4420
C  -1.1801  2.8350  1.3270
C  0.2285  2.2257  1.4775
P  0.3260  1.2295  3.0418
C  0.6004  -0.5465  2.5675
C  -0.2935  -1.4590  3.1608
C  0.0784  -2.7854  3.3794
C  1.3287  -3.2256  2.9865
C  2.2177  -2.3519  2.3630
C  1.8625  -1.0327  2.1661
C  1.9157  1.7383  3.7708
C  2.1350  3.1142  3.8753
C  3.2480  3.6033  4.5371
C  4.1500  2.7256  5.1212
C  3.9221  1.3605  5.0519
C  2.8104  0.8677  4.3847
P  -2.4500  1.5587  1.7216
C  -2.7628  1.6108  3.5102
C  -2.6211  2.8052  4.2160
C  -2.9005  2.8517  5.5707
C  -3.3270  1.7109  6.2352
C  -3.4853  0.5240  5.5363
C  -3.2075  0.4748  4.1794
C  -4.0459  2.0423  1.0010
C  -4.9740  2.7448  1.7743
C  -6.2040  3.0979  1.2423
C  -6.5336  2.7453  -0.0565
C  -5.6246  2.0371  -0.8309
C  -4.3935  1.6914  -0.3027
H  -1.3942  3.1638  0.3065
H  -1.2853  3.7219  1.9536
H  0.9886  3.0104  1.5277
H  0.5078  1.6044  0.6166
H  -1.2188  -1.0797  3.5895
H  -0.5912  -3.4503  3.9065
H  1.6314  -4.2434  3.1891
H  3.2017  -2.6974  2.0787
H  2.5827  -0.3391  1.7533
H  1.4281  3.8238  3.4604
H  3.4030  4.6700  4.6095
H  5.0163  3.1042  5.6443
H  4.6059  0.6732  5.5283
H  2.6424  -0.1993  4.3827
H  -2.2942  3.7115  3.7260
H  -2.7862  3.7819  6.1083
H  -3.5416  1.7502  7.2930
H  -3.8289  -0.3630  6.0472
H  -3.3439  -0.4588  3.6541
H  -4.7504  3.0121  2.7958
H  -6.9093  3.6447  1.8514
H  -7.4976  3.0154  -0.4629
H  -5.8813  1.7521  -1.8406
H  -3.6985  1.1365  -0.9241
Se  -1.2294  -2.9252  -2.7638
Se  -2.9520  -1.5290  -1.9617
C  -2.2011  0.1536  -2.4406
C  -2.4950  0.8018  -3.6272
C  -1.9327  2.0512  -3.8411
C  -1.0633  2.5577  -2.8904
C  -0.8089  1.8320  -1.7412
N  -1.4095  0.6563  -1.4789
C  -1.0418  -3.8323  -1.0876
C  -0.7550  -5.1848  -1.1556
C  -0.8277  -5.9428  0.0035
C  -1.2730  -5.3310  1.1621
C  -1.5291  -3.9706  1.1359
N  -1.3451  -3.1975  0.0504
H  -3.1564  0.3460  -4.3490
H  -2.1565  2.6053  -4.7420
H  -0.5761  3.5106  -3.0294
H  -0.1114  2.2004  -1.0116
H  -0.5387  -5.6538  -2.1063
H  -0.6091  -7.0012  -0.0231
H  -1.4418  -5.8883  2.0714
H  -1.9170  -3.4650  2.0068
S  -5.6944  -1.4221  2.1874
C  -4.2387  -1.4367  1.6506
N  -3.1055  -1.4551  1.2358
S  0.9869  -1.0368  -0.6650
Sb  1.9947  -0.7857  -2.7557
C  3.6649  0.3782  -2.2882
C  4.5544  0.7026  -3.3110
C  5.7092  1.4094  -3.0180
C  5.9777  1.7891  -1.7115
C  5.0959  1.4651  -0.6936
C  3.9378  0.7562  -0.9780
C  1.0567  0.1605  -4.3698
C  0.1486  -0.4838  -5.2096
C  -0.3409  0.1659  -6.3317
C  0.0827  1.4541  -6.6295
C  0.9944  2.0942  -5.8057
C  1.4785  1.4529  -4.6746
C  2.5636  -2.7165  -3.2634
C  2.3507  -3.2343  -4.5363
C  2.8220  -4.5029  -4.8442
C  3.5064  -5.2392  -3.8900
C  3.7275  -4.7155  -2.6228
C  3.2571  -3.4524  -2.3043
H  4.3652  0.4042  -4.3351
H  6.4016  1.6586  -3.8080
H  6.8816  2.3369  -1.4876
H  5.3115  1.7596  0.3231
H  3.2491  0.5068  -0.1824
H  -0.1675  -1.5002  -5.0156
H  -1.0307  -0.3412  -6.9904
H  -0.2817  1.9497  -7.5182
H  1.3431  3.0869  -6.0516
H  2.2067  1.9581  -4.0513
H  1.8491  -2.6575  -5.3027
H  2.6667  -4.9086  -5.8332
H  3.8816  -6.2223  -4.1373
H  4.2767  -5.2891  -1.8899
H  3.4381  -3.0456  -1.3153

Its electronic energy is -241032.04541 eV. Its total charge is +3. The calculation puts the LUMO energy at -8.589 eV. The gap between HOMO and LUMO comes out at 5.76 eV. The HOMO energy comes out at -14.35 eV. As for the maximum force: 0.81 eV/Å.